Entry 1:
Molecular formula: C26H36N2O8
Method: DFT, wB97M-V/def2-TZVPD

Last column: Mulliken charge in e.
CARTESIAN COORDINATES (ANGSTROEM)
C 3.7162 -1.6480 -1.6394  -0.8438
H 4.3775 -1.6604 -0.7673  0.3776
O 2.5488 -2.4073 -1.4077  -0.4402
C 1.6764 -1.9756 -0.4568  0.3013
C 1.9113 -0.9050 0.3944  -0.2382
C 0.9644 -0.5489 1.3428  0.8295
C -0.2365 -1.2360 1.4427  -0.8868
C -0.5078 -2.2769 0.5642  0.2833
C 0.4588 -2.6665 -0.3736  0.6369
O 0.1373 -3.6716 -1.2641  -0.3029
C 0.8977 -4.8567 -1.1394  -0.9268
H 1.9623 -4.6704 -1.3020  0.2424
H 0.7547 -5.3096 -0.1523  0.3521
H 0.5221 -5.5323 -1.9060  0.2598
O -1.6813 -2.9616 0.5251  -0.4850
C -2.7562 -2.4757 1.3034  -0.8433
H -3.6286 -3.0431 0.9824  0.3065
H -2.5854 -2.6561 2.3699  0.3400
H -2.9224 -1.4082 1.1343  0.2635
H -0.9858 -0.9130 2.1453  0.1879
C 1.2402 0.6426 2.1948  0.0785
O 1.7716 1.6491 1.7603  -0.7282
N 0.8736 0.5077 3.4886  -0.0710
H 0.4184 -0.3413 3.7820  0.2574
C 1.0249 1.5618 4.4614  -0.8584
H 1.6008 1.1853 5.3148  0.3905
H 1.5990 2.3506 3.9726  0.3794
C -0.3189 2.1036 4.9561  -1.0007
H -0.8432 1.3148 5.5024  0.3961
C -1.2220 2.6118 3.8316  0.0424
C -0.5662 3.7096 2.9942  -0.0783
H -0.0644 4.4179 3.6586  0.5179
C -1.5724 4.4870 2.1460  -1.1052
H -2.2670 5.0226 2.7975  0.3907
H -1.0333 5.2302 1.5528  0.4052
C -2.4003 3.6070 1.2098  -0.8493
N -1.5920 2.8345 0.2978  -0.0174
C -1.7149 1.4994 0.1567  0.1906
O -2.4733 0.8332 0.8476  -0.7528
C -0.9136 0.9068 -0.9486  1.6319
C 0.3301 1.3869 -1.3305  -0.7050
C 1.0107 0.7847 -2.3773  -0.6915
C 0.4613 -0.3052 -3.0717  0.8106
C -0.8211 -0.7597 -2.7068  0.6329
C -1.4728 -0.1610 -1.6393  -0.3925
H -2.4460 -0.5054 -1.3305  0.4032
O -1.3733 -1.7634 -3.4452  -0.5066
C -2.4711 -2.4663 -2.9052  -0.7811
H -3.3710 -1.8436 -2.8726  0.2960
H -2.6393 -3.3009 -3.5843  0.2938
H -2.2402 -2.8490 -1.9087  0.2323
O 1.2305 -0.8385 -4.0640  -0.4978
C 1.1013 -2.2103 -4.3882  -0.5659
H 0.2447 -2.3862 -5.0418  0.2422
H 1.0079 -2.8221 -3.4906  0.0627
H 2.0224 -2.4654 -4.9133  0.3182
O 2.2826 1.2456 -2.6505  -0.3959
C 2.5004 1.7500 -3.9542  -0.9194
H 2.3544 0.9820 -4.7156  0.2602
H 1.8339 2.5949 -4.1593  0.3048
H 3.5339 2.0929 -3.9679  0.3077
H 0.8364 2.1677 -0.7849  0.0442
H -0.9436 3.3309 -0.2914  0.2447
H -2.9967 2.8902 1.7766  0.3773
H -3.0837 4.2449 0.6334  0.3793
H 0.1884 3.2699 2.3421  -0.0771
H -2.1388 3.0002 4.2830  0.5644
H -1.4963 1.7779 3.1842  -0.2511
H -0.1152 2.9149 5.6582  0.3787
H 2.8111 -0.3175 0.3255  0.4973
H 3.4740 -0.6164 -1.9051  0.2209
H 4.2142 -2.1340 -2.4770  0.2798

Output
Kohn-Sham gap, eV: 8.69
2S+1: 1
Total charge: 0
SMILES: COc1cc(C(=O)NCCCCCCNC(=O)c2cc(OC)c(OC)c(OC)c2)cc(OC)c1OC
HOMO, hartree: -0.2900

Entry 2:
Molecular formula: C5H5NO
Method: DFT, wB97M-V/def2-TZVPD

Last column: Mulliken charge in e.
CARTESIAN COORDINATES (ANGSTROEM)
C 1.7659 0.7700 0.0873  -0.4735
C 1.6086 -0.7864 -0.0719  -0.3705
C 0.1649 -0.6232 -0.0151  0.4109
C -1.1480 1.0806 -0.0905  -0.4297
C 0.1866 0.7880 -0.1771  0.0862
H 2.4839 1.4507 -0.3549  0.3338
H 1.8612 0.8722 1.1057  0.2098
H 1.9520 -1.3296 0.8642  0.2473
H 1.7224 -1.2694 -1.0389  0.2686
H -1.7676 1.9546 0.1479  0.3858
N -1.0091 -1.2091 0.0275  -0.5558
O -1.8320 -0.0736 0.0860  -0.1129

Output
Kohn-Sham gap, eV: 10.55
2S+1: 1
Total charge: 0
SMILES: c1onc2c1CC2
HOMO, hartree: -0.3543

Entry 3:
Molecular formula: C3H6N2O2
Method: DFT, wB97M-V/def2-TZVPD

Last column: Mulliken charge in e.
CARTESIAN COORDINATES (ANGSTROEM)
C 0.7791 1.0691 -0.6306  -0.1373
C -0.7813 -2.6237 0.6542  0.7612
C -1.4874 0.1768 -0.2365  -0.7368
N 1.9753 1.3620 0.1644  -0.5199
N -0.2688 0.6061 0.0017  -0.1110
O -0.1266 -2.0009 1.3662  -0.4070
O -1.4765 -3.2824 -0.0032  -0.3752
H 0.5042 1.4272 -1.6589  0.2773
H -2.2870 0.0835 0.4604  0.3130
H -1.7009 0.4411 -1.2617  0.2235
H 2.6205 1.7897 -0.4850  0.2419
H 2.3519 0.5728 0.6491  0.2335
H -0.1024 0.3787 0.9800  0.2368

Output
Kohn-Sham gap (alpha / beta), eV: 6.99 / 6.99
2S+1: 1
Total charge: 0
HOMO (alpha / beta), hartree: -0.2333 / -0.2333

Per-record relative energy (zero: lowest compared OMol25 entry of this formula, charge and spin), kJ/mol: 0.00 396.09 343.43
Per-record DFT total energy, Eh: -1723.75223 -323.36882 -377.82853
Per-record M, g/mol: 504.58 95.10 102.09